This record from the Open Molecules 2025 dataset describes a structure of composition C41H49ClN9O8P2SSr. The level of theory is wB97M-V/def2-TZVPD.

Orbital gap, eV: 3.64
LUMO, eV: 1.551
Molecular weight, g mol⁻¹: 1013.0
F_max, eV/A: 1.6
Energy relative to the best compared isomer or geometry (same formula, charge and spin), kJ/mol: 151.6
Charge: -1
E_tot, hartree: -4258.70649

Element x y z (Å)
H  -5.80168  -0.51604  -2.96707
C  -2.30339  -3.03473  2.52102
C  3.98837  4.67325  -1.38248
H  5.20489  1.04745  -1.92242
H  -5.33227  -1.86497  -1.92086
C  -2.88514  1.51263  -1.41079
H  -3.75048  -4.48810  -0.10240
C  -5.69395  3.57663  1.10873
H  -1.06475  1.75516  -4.33437
C  -1.28570  1.42012  4.93722
C  -1.95972  3.89812  0.83993
N  -2.76833  -3.24618  1.24858
C  -6.12659  4.89029  1.32263
H  -6.42474  2.77125  1.05811
H  -4.49597  0.50939  3.32975
C  4.23619  5.20796  -2.64953
C  -3.80204  5.54121  1.24873
S  1.32379  3.24193  -4.67045
C  -0.55642  -2.22740  -2.04567
O  -2.81475  0.42177  1.80677
O  2.06508  -3.09119  0.31644
H  3.64443  5.24749  -4.71670
C  5.59194  -1.45972  -0.68625
H  0.21555  -5.08405  -3.56355
H  4.21367  -0.24162  -2.61672
H  -1.15427  -4.83388  -2.47703
H  5.03355  5.92742  -2.78447
O  1.65990  2.00440  0.98076
C  -1.38956  1.18109  3.57965
H  2.77669  3.33616  -0.19333
H  -5.37836  6.90171  1.56699
C  1.97681  -4.43665  0.79177
C  -0.05927  1.85656  5.42535
H  -4.91000  1.62290  -2.33909
C  -2.76585  -0.63396  -1.52705
C  1.12026  -2.58969  -3.41400
H  0.07156  2.04179  6.48397
H  1.65745  -5.53016  2.61261
H  4.01300  1.20255  0.88480
H  4.10558  -4.68824  0.99204
N  1.15218  2.43577  -2.19956
H  -0.07178  -4.42266  0.12859
C  -0.59820  -4.40773  -3.30867
C  0.75558  1.82930  3.17558
C  4.82883  0.50697  0.69465
N  -2.09958  0.43441  -1.11813
Sr  0.42218  0.15681  0.43606
H  -7.17012  5.14584  1.43949
O  4.06822  -2.41868  1.78105
Cl  -2.63222  6.86112  1.36250
H  -4.57425  -1.67418  -3.51409
H  6.54463  -0.95832  -0.87342
C  3.27765  -5.16569  0.47127
H  -0.81093  1.01846  -2.82749
C  -4.04165  1.08578  -2.00053
H  1.94026  2.44612  4.82248
H  -2.13453  1.26664  5.58541
H  -1.17387  4.63156  0.91157
C  -1.26692  -2.15181  2.41227
H  1.07240  -5.08907  -1.05763
H  -1.68688  2.86711  0.63574
C  0.96905  2.07191  4.53434
N  -3.96427  -0.27911  -2.06698
C  -2.68221  0.72947  2.96064
N  -1.09503  -1.83137  1.10108
H  -2.75332  -3.51656  3.37122
H  4.59452  4.98610  -0.54224
N  -0.39885  1.36675  2.70197
P  2.88663  -1.89854  1.05488
H  5.72403  1.08838  0.46101
P  -2.25270  -2.37355  -1.38522
H  2.43522  -3.95493  2.85028
H  3.21284  -6.21261  0.77756
O  2.91450  2.68524  2.70153
H  5.35290  -2.08159  -1.55185
C  1.90375  2.19711  2.20575
C  -2.00089  -2.48746  0.41818
H  -2.58175  2.51908  -1.15804
H  5.01382  -0.07024  1.59931
C  2.45303  3.90513  -3.52087
H  0.59872  -6.05302  0.35510
H  -1.26144  -4.29670  -4.16757
H  -0.62720  -1.74832  3.17950
C  4.33283  0.41368  -1.75117
C  -4.97033  -1.14056  -2.65009
C  1.25240  -1.36817  -2.82233
C  0.81840  -5.04287  0.00308
H  0.69971  -4.04034  2.49395
O  -3.69835  0.69581  3.84754
N  -0.39579  1.43828  -3.65133
H  -3.96221  -4.90255  1.60764
H  -4.10017  2.21496  0.82711
C  0.62443  2.30715  -3.36867
O  1.86560  -1.06894  1.80249
C  -4.36734  3.25133  0.96597
H  5.68782  -2.09223  0.19239
C  2.97910  3.75390  -1.17068
C  4.51486  -0.40338  -0.48050
H  2.03468  -0.64101  -2.94648
O  3.21776  -1.05586  -0.29713
C  -3.89633  -4.08173  0.89621
H  3.46161  1.06183  -1.66592
H  1.73918  -3.12105  -4.11502
C  -3.28892  4.21902  1.00620
C  3.46498  4.83186  -3.73374
H  3.46892  -5.12574  -0.60277
N  0.20921  -1.15418  -1.97524
C  1.67312  -4.48779  2.28479
N  -0.03639  -3.13240  -2.91886
C  2.20437  3.35410  -2.25814
H  -4.82549  -3.51047  0.91859
C  -5.12550  5.86176  1.39378